(1)
Density functional theory data (wB97M-V/def2-TZVPD) for an isolated molecule of C18H20N2O4.

Last column: Löwdin charge in e.
Positions of all 44 atoms, in Å:
N: 2.655 -0.699 2.060  0.063
C: 2.086 0.661 1.669  -0.246
C: 2.703 1.353 0.466  -0.136
C: 4.051 1.983 0.886  -0.226
C: 5.072 1.087 1.399  -0.071
C: 6.109 1.574 2.204  -0.147
C: 6.343 2.973 2.182  -0.071
C: 5.391 4.025 1.484  -0.030
C: 4.207 3.420 0.882  -0.068
C: 0.535 0.381 1.404  -0.355
O: -0.343 0.966 2.099  0.021
N: 0.307 -0.192 0.156  0.075
C: -1.028 -0.582 -0.267  -0.221
C: -1.404 -0.294 -1.755  -0.090
C: -2.847 -0.736 -1.933  -0.304
C: -3.868 0.218 -1.677  -0.001
C: -5.277 -0.053 -2.013  -0.022
C: -5.481 -1.294 -2.499  -0.361
O: -6.748 -1.479 -2.958  -0.003
C: -4.574 -2.420 -2.305  0.031
C: -3.224 -2.012 -2.165  -0.104
C: -1.114 -2.188 -0.031  -0.444
O: -0.202 -2.937 -0.037  0.129
O: -2.317 -2.741 0.385  0.064
H: 2.398 -0.961 3.008  0.086
H: 2.583 -1.374 1.355  0.046
H: 2.186 1.196 2.539  0.114
H: 2.907 0.789 -0.415  0.102
H: 2.041 2.152 0.092  0.120
H: 5.112 -0.124 1.512  0.147
H: 6.838 0.945 2.815  0.119
H: 7.130 3.347 2.920  0.094
H: 5.508 5.078 1.486  0.056
H: 3.423 4.046 0.123  0.163
H: 1.044 -0.557 -0.476  0.154
H: -1.580 -0.096 0.558  0.149
H: -1.355 0.906 -1.757  0.153
H: -0.537 -0.706 -2.529  0.181
H: -3.586 1.172 -1.252  0.102
H: -6.161 0.700 -1.751  0.159
H: -7.453 -0.755 -2.738  0.158
H: -4.879 -3.520 -2.455  0.144
H: -2.374 -2.750 -2.378  0.154
H: -3.176 -2.279 0.343  0.117

As for the multiplicity: 1. The HOMO energy is -8.624 eV. The value obtained for the energy relative to the best compared isomer or geometry (same formula, charge and spin) is 613.6 kJ/mol. The SMILES is N[C@@H](Cc1ccccc1)C(=O)N[C@@H](Cc1ccc(O)cc1)C(=O)O.

=====

(2)
Density functional theory data (wB97M-V/def2-TZVPD) for an isolated molecule of C18H20N2O7S.

Last column: Löwdin charge in e.
Positions of all 48 atoms, in Å:
C: 0.823 3.881 -2.010  -0.053
C: 0.224 2.491 -1.913  -0.211
O: 1.160 1.645 -1.244  -0.003
C: 0.770 0.397 -1.005  -0.413
O: -0.340 -0.009 -1.340  0.045
C: 1.748 -0.428 -0.318  -0.103
C: 1.401 -1.699 0.112  -0.425
N: 0.166 -2.267 -0.037  0.124
C: -0.162 -3.475 0.479  -0.437
O: 0.639 -4.182 1.051  0.024
C: -1.623 -3.851 0.267  -0.038
O: -2.401 -2.689 0.023  0.004
C: -3.128 -2.626 -1.102  -0.451
O: -3.212 -3.515 -1.903  0.127
C: -3.814 -1.275 -1.217  -0.051
N: -3.131 -0.236 -0.497  0.088
C: -3.593 0.194 0.703  -0.427
O: -4.676 -0.127 1.158  0.079
C: -2.687 1.114 1.409  -0.170
C: -2.868 1.773 2.598  0.017
C: -1.679 2.496 2.836  -0.043
C: -0.860 2.225 1.781  -0.101
O: -1.457 1.396 0.914  0.030
S: 2.677 -2.513 0.911  1.185
C: 3.726 -1.136 0.662  -0.514
C: 5.130 -1.200 1.159  -0.105
C: 3.109 -0.115 0.009  -0.266
C: 3.775 1.175 -0.339  -0.023
H: 1.761 3.848 -2.557  0.079
H: 1.014 4.279 -1.017  0.076
H: 0.133 4.539 -2.528  0.080
H: -0.715 2.499 -1.348  0.118
H: 0.020 2.075 -2.907  0.133
H: -0.507 -1.673 -0.527  0.125
H: -1.710 -4.539 -0.585  0.141
H: -1.997 -4.351 1.165  0.149
H: -4.814 -1.365 -0.772  0.141
H: -3.915 -1.026 -2.277  0.140
H: -2.191 0.005 -0.789  0.099
H: -3.745 1.733 3.208  0.120
H: -1.462 3.126 3.673  0.104
H: 0.135 2.548 1.544  0.124
H: 5.838 -1.101 0.336  0.084
H: 5.303 -2.155 1.648  0.064
H: 5.326 -0.404 1.876  0.084
H: 3.690 1.367 -1.406  0.087
H: 4.825 1.147 -0.066  0.074
H: 3.296 2.002 0.183  0.085

As for the multiplicity: 1. The HOMO energy is -8.223 eV. The value obtained for the energy relative to the best compared isomer or geometry (same formula, charge and spin) is 0.0 kJ/mol. The SMILES is CCOC(=O)c1c(NC(=O)COC(=O)CNC(=O)c2ccco2)sc(C)c1C.

=====

(3)
Density functional theory data (wB97M-V/def2-TZVPD) for a structure of composition C18H20N4O7RuS2.

Last column: Löwdin charge in e.
Positions of all 52 atoms, in Å:
Ru: 0.446 -0.161 0.158  1.181
O: 1.945 2.601 2.544  0.109
C: 2.403 1.989 1.479  -0.549
O: 1.888 2.044 0.387  0.013
C: 3.652 1.142 1.699  -0.117
O: 3.388 -0.197 1.323  -0.165
C: 2.996 -0.988 2.441  -0.150
C: 1.634 -0.624 3.050  -0.648
O: 1.498 -0.781 4.251  0.036
O: 0.719 -0.197 2.259  -0.203
H: 0.964 2.840 2.400  0.044
H: 4.438 1.528 1.041  0.132
H: 3.981 1.203 2.742  0.131
H: 2.949 -2.013 2.069  0.096
H: 3.760 -0.915 3.223  0.121
S: -1.624 -1.505 0.427  0.615
C: -1.152 -3.153 0.522  -0.731
C: -2.100 -4.130 0.897  -0.149
C: -1.790 -5.465 0.928  -0.127
C: -0.496 -5.880 0.582  -0.130
C: 0.442 -4.948 0.226  -0.152
C: 0.148 -3.570 0.190  -0.728
S: 1.351 -2.438 -0.289  0.586
H: -3.091 -3.787 1.163  0.086
H: -2.536 -6.191 1.223  0.086
H: -0.242 -6.933 0.605  0.086
H: 1.448 -5.257 -0.032  0.086
C: 1.336 0.301 -5.424  -0.062
N: 0.433 0.272 -4.295  -0.196
C: -0.800 -0.508 -4.464  -0.032
C: 0.955 0.209 -3.079  -0.274
N: 1.409 0.152 -2.017  0.104
H: 0.804 0.727 -6.276  0.085
H: 1.686 -0.703 -5.687  0.091
H: 2.193 0.932 -5.195  0.093
H: -1.371 -0.060 -5.280  0.087
H: -1.374 -0.460 -3.543  0.082
H: -0.564 -1.550 -4.706  0.093
C: -2.584 4.674 2.346  -0.029
N: -2.313 3.660 1.346  -0.058
C: -3.098 3.524 0.242  -0.069
C: -2.815 2.622 -0.713  0.008
C: -1.668 1.766 -0.494  -0.541
O: -1.295 0.911 -1.331  -0.147
N: -0.970 1.852 0.656  0.128
C: -1.187 2.848 1.528  -0.458
O: -0.460 3.116 2.490  0.046
H: -3.508 5.181 2.070  0.080
H: -1.767 5.394 2.394  0.093
H: -2.695 4.217 3.329  0.096
H: -3.946 4.195 0.189  0.118
H: -3.421 2.514 -1.597  0.102

As for the charge: -1. As for the multiplicity: 6. The HOMO energy (alpha / beta) is -3.867 / -4.074 eV. The value obtained for the energy relative to the best compared isomer or geometry (same formula, charge and spin) is 121.3 kJ/mol.